1.
{"formula": "C4H12N2O2", "method": "ωB97M-V/def2-TZVPD", "multiplicity": 1, "de_lowest_kcal_mol": 229.98, "total_charge": 0, "homo_lumo_gap_ev": 3.43, "elements": ["N", "C", "C", "N", "C", "C", "O", "H", "H", "H", "H", "H", "H", "H", "H", "H", "H", "H", "H", "O"], "coordinates": [[1.382717, 1.661606, 1.342981], [0.768069, 1.443668, 0.056164], [1.185080, 0.212380, -0.745147], [0.589181, -0.956214, -0.004015], [-0.335254, -1.898218, -0.675438], [-1.631464, -1.572084, -1.052681], [-1.896290, -0.253240, -1.204519], [0.860767, 1.020751, 1.930037], [2.433908, 1.332781, 1.354107], [0.949585, 2.363883, -0.664788], [-0.274824, 1.415474, 0.290014], [2.250592, 0.057106, -0.989662], [0.560205, 0.353200, -1.686912], [1.336392, -1.270403, 0.662367], [-0.112963, -2.988494, -0.818707], [3.517327, 0.266777, 1.151437], [-2.332636, -2.350308, -1.393879], [-3.760225, 0.722819, 0.868568], [-2.593154, -0.051756, 0.447261], [-2.897004, 0.490273, 1.132811]], "forces_ev_per_a": [[1.42, -0.86, -0.33], [1.83, 3.22, -1.30], [-4.01, -0.44, -0.40], [0.38, -2.18, -3.11], [2.89, -0.13, 2.61], [-0.32, 6.52, -1.95], [0.15, -5.36, 0.59], [0.43, 0.01, 0.72], [-1.39, 0.39, 0.04], [-0.26, -1.57, 1.48], [-0.79, -0.22, -0.63], [-0.09, 0.08, 0.83], [1.03, -0.59, 0.93], [-1.18, -0.65, -1.01], [0.36, 1.05, 1.10], [-0.51, 0.03, -0.17], [0.18, 0.33, 0.21], [-1.54, 0.55, -0.36], [0.88, -1.04, -1.78], [0.54, 0.86, 2.55]], "nbo_charge": [-0.752, -0.243, -0.246, -0.485, -0.027, 0.208, -0.598, 0.352, 0.336, 0.186, 0.241, 0.245, 0.233, 0.414, 0.204, -0.241, 0.178, 0.462, 0.472, -0.941]}

---

2.
{"formula": "C38H29MoN3O7P2Te", "method": "ωB97M-V/def2-TZVPD", "multiplicity": 1, "de_lowest_kcal_mol": 0.00, "total_charge": 2, "homo_lumo_gap_ev": 6.17, "elements": ["Mo", "Te", "C", "C", "C", "N", "C", "C", "C", "P", "C", "C", "C", "C", "C", "C", "C", "C", "C", "C", "C", "C", "P", "C", "C", "C", "C", "C", "C", "C", "C", "C", "C", "C", "C", "H", "H", "H", "H", "H", "H", "H", "H", "H", "H", "H", "H", "H", "H", "H", "H", "H", "H", "H", "H", "H", "H", "H", "H", "O", "C", "O", "C", "C", "C", "C", "C", "C", "O", "N", "O", "O", "N", "O", "O", "H", "H", "C", "H", "H", "H"], "coordinates": [[-0.213530, -0.118511, 0.006988], [-1.393399, -1.345632, 3.804771], [-2.157089, 0.313209, 4.865164], [-1.299039, 1.230021, 5.459744], [-1.854690, 2.352584, 6.066028], [-3.161768, 2.589173, 6.111325], [-3.976210, 1.682969, 5.578174], [-3.527044, 0.530599, 4.942619], [-1.351962, -0.134181, 2.023894], [-0.495444, 1.382255, 1.890767], [-1.365384, 2.914468, 1.688515], [-2.401718, 3.241135, 2.564704], [-3.044170, 4.458738, 2.420182], [-2.656380, 5.332984, 1.411151], [-1.624145, 5.002602, 0.539907], [-0.968307, 3.790042, 0.674468], [1.003343, 1.528683, 2.818134], [1.452348, 2.803894, 3.170568], [2.649814, 2.934405, 3.854860], [3.389630, 1.806325, 4.184153], [2.940541, 0.536844, 3.833460], [1.750243, 0.391425, 3.145353], [-2.532909, -0.098406, 0.720641], [-3.925027, 1.000418, 0.633329], [-3.942991, 2.056295, -0.275966], [-5.052642, 2.883022, -0.328982], [-6.127839, 2.654150, 0.520136], [-6.111118, 1.593389, 1.418921], [-5.011147, 0.754599, 1.476888], [-2.926383, -1.768517, 0.259547], [-4.029984, -1.997756, -0.572773], [-4.231884, -3.259958, -1.097645], [-3.330118, -4.287153, -0.824629], [-2.228752, -4.058742, -0.015817], [-2.021739, -2.800644, 0.534716], [-0.226778, 1.083303, 5.467309], [-1.215656, 3.092786, 6.534641], [-5.038639, 1.883398, 5.661457], [-4.235416, -0.177861, 4.535092], [-2.705507, 2.553128, 3.343541], [-3.841851, 4.726858, 3.100060], [-3.159076, 6.285334, 1.305245], [-1.325172, 5.693215, -0.236876], [-0.151908, 3.533499, 0.007523], [0.872340, 3.682766, 2.920491], [3.003823, 3.917106, 4.134126], [4.321484, 1.915138, 4.723035], [3.515661, -0.337870, 4.107557], [1.388390, -0.599235, 2.899267], [-3.099948, 2.235359, -0.931366], [-5.081497, 3.701870, -1.034936], [-6.993669, 3.301340, 0.474273], [-6.960075, 1.414491, 2.064707], [-5.001817, -0.088033, 2.158302], [-4.728714, -1.199869, -0.791570], [-5.095040, -3.449743, -1.720973], [-3.497263, -5.271345, -1.241137], [-1.537447, -4.859678, 0.209197], [-1.173810, -2.659592, 1.192293], [3.304830, 1.425739, -1.146517], [2.613620, 0.687672, -0.530634], [1.271592, 0.973108, -0.354527], [3.094236, -0.537596, 0.181044], [4.456709, -0.624312, 0.442162], [4.943480, -1.722436, 1.119061], [4.128875, -2.754726, 1.543349], [2.778346, -2.655945, 1.281730], [2.249169, -1.573804, 0.582386], [0.939945, -1.573955, 0.226210], [1.886203, -3.709655, 1.783597], [2.295969, -4.838459, 1.780157], [0.794279, -3.347400, 2.200894], [6.392530, -1.794278, 1.422277], [6.771737, -2.773930, 2.020650], [7.069362, -0.863035, 1.054071], [5.125021, 0.163723, 0.121467], [4.537761, -3.607932, 2.068249], [-1.050474, -0.077168, -1.890069], [-1.205764, 0.991285, -2.092492], [-1.951880, -0.643249, -2.104894], [-0.214276, -0.434546, -2.504206]], "forces_ev_per_a": [[0.02, -0.01, -0.02], [0.00, -0.02, -0.03], [-0.02, -0.01, 0.01], [0.00, 0.00, 0.00], [0.02, 0.01, -0.01], [0.00, 0.01, -0.01], [-0.01, -0.01, 0.01], [0.02, 0.02, 0.01], [0.04, 0.07, 0.10], [-0.07, -0.07, -0.07], [-0.01, 0.00, 0.01], [0.00, 0.00, 0.01], [0.00, 0.00, -0.01], [0.00, 0.00, 0.00], [0.01, 0.00, 0.00], [0.01, 0.00, -0.01], [0.00, -0.02, 0.02], [0.01, 0.00, -0.01], [0.00, 0.01, 0.00], [0.01, 0.00, 0.00], [0.00, 0.01, 0.00], [0.00, 0.00, -0.01], [0.00, -0.07, -0.02], [-0.01, 0.00, 0.01], [0.01, 0.00, 0.01], [0.00, 0.00, 0.00], [-0.01, 0.00, 0.00], [0.01, -0.01, 0.00], [0.00, 0.02, -0.01], [-0.06, 0.01, -0.03], [0.02, 0.01, 0.02], [0.00, -0.02, 0.00], [-0.02, 0.00, -0.01], [0.01, 0.02, 0.02], [-0.01, -0.01, -0.01], [0.00, 0.00, 0.00], [0.00, 0.00, 0.00], [0.00, 0.00, -0.01], [-0.01, -0.01, 0.00], [0.00, -0.01, 0.01], [0.00, 0.00, 0.00], [0.00, 0.00, 0.00], [0.00, 0.00, 0.00], [0.00, 0.00, 0.00], [0.00, 0.00, 0.00], [0.00, 0.00, 0.00], [0.00, 0.00, 0.00], [0.00, 0.00, 0.00], [0.01, 0.00, 0.01], [0.00, 0.01, 0.00], [0.00, 0.00, 0.00], [0.00, 0.00, 0.00], [0.00, 0.00, 0.00], [0.01, 0.01, 0.00], [0.00, 0.00, 0.00], [0.00, 0.00, 0.00], [0.00, 0.00, 0.00], [0.00, 0.00, 0.00], [0.02, 0.00, 0.01], [-0.01, -0.01, -0.03], [0.07, 0.04, 0.11], [0.01, 0.02, -0.08], [-0.04, -0.03, -0.02], [0.01, -0.03, 0.01], [-0.01, 0.02, -0.01], [-0.02, -0.01, -0.01], [0.02, 0.02, -0.02], [0.02, 0.02, -0.01], [-0.03, 0.02, 0.03], [-0.02, 0.02, 0.02], [0.02, -0.02, -0.01], [-0.01, 0.00, 0.01], [0.02, 0.00, 0.01], [0.00, 0.01, -0.01], [-0.01, -0.01, 0.01], [0.00, 0.00, 0.00], [0.00, 0.00, 0.00], [-0.01, 0.01, 0.01], [0.00, -0.01, -0.01], [0.01, 0.00, 0.00], [0.00, 0.00, 0.00]], "mulliken_charge": [-0.990, 0.351, 0.236, -0.063, -0.634, -0.575, -0.555, -0.228, -1.438, 3.661, 0.389, -0.126, -0.600, -0.693, -0.761, -0.713, 1.458, -0.936, -0.838, -0.898, -0.662, -0.538, 1.238, 0.892, 0.011, -0.743, -0.552, -0.939, -0.380, 1.481, -0.920, -0.745, -0.666, -1.064, 0.285, 0.548, 0.425, 0.417, 0.495, 0.071, 0.539, 0.436, 0.481, 0.551, 0.550, 0.504, 0.479, 0.561, 0.015, 0.273, 0.482, 0.451, 0.474, 0.556, 0.472, 0.455, 0.441, 0.526, -0.436, -0.519, -0.008, -0.367, 0.985, -0.792, -0.542, -0.577, 0.212, 0.565, -0.695, 0.905, -0.568, -0.479, 1.047, -0.588, -0.581, 0.663, 0.666, -1.105, 0.383, 0.483, 0.404]}